# C26H40BrCuNOP2

C26H40BrCuNOP2 as an isolated structure at a distorted geometry (the ωB97M-V functional and the def2-TZVPD basis, OMol25).

CARTESIAN COORDINATES (ANGSTROEM)
1 N -6.80388 4.97867 -4.07322
2 C -6.60865 5.48650 -2.85617
3 C -5.62304 4.97329 -2.01228
4 C -4.85595 3.85426 -2.42116
5 C -5.05550 3.34745 -3.72665
6 C -6.06086 3.95927 -4.49708
7 C -3.87179 3.28022 -1.50942
8 Cu -0.21406 0.03528 0.84279
9 P 4.77601 -0.80120 1.06985
10 C -3.15310 2.15014 -1.75693
11 C -1.96670 1.78330 -0.98235
12 C -0.74501 1.41349 -1.62298
13 C 0.48477 1.72600 -0.94503
14 C 0.35246 2.60657 0.13698
15 C -0.70303 2.32463 1.02905
16 C -1.96150 2.08628 0.38297
17 Br 1.41200 4.16446 0.27144
18 H -3.70270 3.95304 -0.65162
19 H -3.26903 1.67601 -2.73703
20 H -5.46990 5.41840 -1.02733
21 H -4.49451 2.50133 -4.16870
22 H -7.22096 6.32814 -2.52626
23 H -6.25345 3.61104 -5.51541
24 H -0.76624 1.00694 -2.64941
25 H -2.91911 2.09890 0.90270
26 H 1.48412 1.56185 -1.36693
27 H -0.67400 2.39281 2.11051
28 P -0.41398 -2.12877 0.74460
29 C 4.31035 0.95838 1.30369
30 C 5.50618 1.82706 0.92482
31 H 4.03207 1.11425 2.35319
32 H 3.42743 1.21132 0.70517
33 H 5.34983 2.87651 1.19139
34 H 6.40412 1.45948 1.43439
35 H 5.69910 1.78541 -0.15220
36 C 4.14743 -1.30017 -0.56293
37 C 5.12233 -2.24491 -1.26485
38 H 4.02607 -0.37313 -1.13782
39 H 3.16135 -1.76641 -0.44914
40 H 4.84586 -2.36854 -2.31529
41 H 6.14425 -1.85812 -1.22442
42 H 5.15667 -3.24286 -0.81958
43 C 3.89976 -1.72017 2.36386
44 C 4.84520 -2.01807 3.55074
45 H 3.49154 -2.65207 1.92594
46 H 3.04354 -1.10904 2.69156
47 H 4.36867 -2.72926 4.24566
48 H 5.82007 -2.42147 3.22343
49 H 5.06162 -1.09458 4.11143
50 C -0.36525 -3.22198 2.21567
51 C -1.27568 -4.45572 2.18656
52 H -0.58681 -2.59938 3.09607
53 H 0.68054 -3.53213 2.35715
54 H -2.28343 -4.17537 2.50403
55 H -1.36517 -4.91483 1.19705
56 H -0.90555 -5.22739 2.87424
57 C 0.49342 -3.03389 -0.57429
58 C 0.00818 -2.57416 -1.96717
59 H 0.37406 -4.12336 -0.44306
60 H 1.56409 -2.81202 -0.42833
61 H -1.03218 -2.88737 -2.16136
62 H 0.05221 -1.47569 -2.07812
63 H 0.65447 -3.02477 -2.73881
64 C -2.15017 -2.02081 0.17287
65 C -3.20018 -1.58359 1.20122
66 H -2.42092 -2.94086 -0.35774
67 H -2.09426 -1.20691 -0.56775
68 H -3.98169 -1.00892 0.69358
69 H -3.66140 -2.45330 1.66441
70 H -2.82682 -0.95080 2.01049
71 O 0.29934 0.20124 3.85693
72 C 0.45735 -0.09988 2.74238

F_max	5.70	eV Å⁻¹
LUMO (alpha / beta)	-0.2262 / -0.3423	hartree
orbital gap (alpha / beta)	6.604 / 3.443	eV
electronic energy	-6041.21706	Ha
relative energy (zero: lowest compared OMol25 entry of this formula, charge and spin)	0.00	kcal/mol
spin multiplicity	2
charge	+2

---

# C5H7N

An isolated molecule of C5H7N at a distorted geometry (the ωB97M-V functional and the def2-TZVPD basis, OMol25).

CARTESIAN COORDINATES (ANGSTROEM)
1 C 0.17970 -1.55793 -0.54052
2 C -0.72590 -0.42379 -0.06842
3 C -0.27961 0.43412 1.10929
4 C -0.31396 1.00674 -0.29887
5 C 0.97641 1.62446 -0.47132
6 N 1.92231 2.25931 -0.22843
7 H 0.06576 -1.73798 -1.61857
8 H -0.05352 -2.49715 -0.02990
9 H 1.24152 -1.33942 -0.37099
10 H -1.78385 -0.60582 -0.28341
11 H 0.70370 0.10216 1.43862
12 H -0.77081 1.06203 1.82632
13 H -1.16174 1.67329 -0.46380

F_max	1.70	eV Å⁻¹
LUMO	0.0333	hartree
orbital gap	11.035	eV
electronic energy	-249.40864	Ha
SMILES	C[C@H]1C[C@H]1C#N
relative energy (zero: lowest compared OMol25 entry of this formula, charge and spin)	40.54	kcal/mol

---

# C57H56N2OP2PtS2

C57H56N2OP2PtS2 as an isolated structure at a distorted geometry (the ωB97M-V functional and the def2-TZVPD basis, OMol25).

CARTESIAN COORDINATES (ANGSTROEM)
1 Pt -0.07910 1.35680 0.32300
2 O 0.35840 0.97860 2.73250
3 S -0.27510 -0.37820 2.64120
4 C -1.61530 -0.28390 3.84320
5 C -1.37340 -0.22450 5.20460
6 C -2.40140 -0.23710 6.14900
7 C -3.70850 -0.29220 5.69460
8 C -5.01220 -0.28060 6.40640
9 C -6.08260 -0.34160 5.29900
10 C -5.32530 -0.28780 4.02530
11 C -5.72430 -0.20900 2.70120
12 C -4.74790 -0.05120 1.72020
13 C -3.37490 -0.03950 1.98790
14 P -2.32820 0.43070 0.55590
15 C -2.40110 -0.90180 -0.66590
16 C -1.60660 -0.71100 -1.80140
17 C -1.71660 -1.57600 -2.87260
18 C -2.60270 -2.64450 -2.80180
19 C -3.34850 -2.86790 -1.65250
20 C -3.25010 -2.00400 -0.57310
21 C -3.27030 1.81970 -0.15910
22 C -3.79400 1.80230 -1.44920
23 C -4.44410 2.92570 -1.93370
24 C -4.56100 4.06510 -1.15140
25 C -4.02070 4.08750 0.12870
26 C -3.36640 2.97550 0.62180
27 C -2.93040 -0.21810 3.32690
28 C -3.94530 -0.27970 4.30600
29 C 0.92630 -1.48320 3.39700
30 C 0.52170 -2.44910 4.30640
31 C 1.42090 -3.27830 4.97580
32 C 2.76740 -3.16400 4.67520
33 C 3.96030 -3.86120 5.20980
34 C 5.14130 -3.32970 4.38440
35 C 4.56130 -2.28810 3.50640
36 C 5.13380 -1.41160 2.59950
37 C 4.29050 -0.58390 1.86940
38 C 2.89440 -0.56430 2.00370
39 P 2.12870 0.43780 0.66490
40 C 2.83740 -0.47820 -0.74760
41 C 4.01790 -0.09320 -1.38310
42 C 4.56820 -0.91460 -2.35120
43 C 3.94230 -2.10210 -2.70440
44 C 2.75960 -2.47720 -2.08230
45 C 2.20980 -1.67560 -1.09960
46 C 2.96610 2.03850 0.77030
47 C 3.51980 2.51820 1.95610
48 C 4.13010 3.76000 1.96610
49 C 4.14790 4.54330 0.82150
50 C 3.55180 4.08380 -0.34720
51 C 2.96100 2.83630 -0.37820
52 C 2.28220 -1.38740 2.98590
53 C 3.16500 -2.24240 3.68840
54 H -0.35100 -0.17420 5.54320
55 H -2.16400 -0.21230 7.20100
56 H -5.10690 0.62840 7.01250
57 H -5.10430 -1.10520 7.11930
58 H -6.81430 0.47000 5.37100
59 H -6.67500 -1.26140 5.36240
60 H -6.76450 -0.22710 2.41960
61 H -5.07080 0.09380 0.69700
62 H -0.92100 0.13820 -1.84030
63 H -1.12900 -1.41180 -3.76250
64 H -2.71230 -3.30490 -3.64860
65 H -4.02420 -3.70990 -1.60280
66 H -3.84540 -2.18040 0.31240
67 H -3.71890 0.91480 -2.05960
68 H -4.86790 2.91420 -2.92560
69 H -5.08760 4.92970 -1.52910
70 H -4.12000 4.97390 0.73690
71 H -2.94620 2.98030 1.62160
72 H -0.52700 -2.54060 4.54290
73 H 1.06330 -3.97540 5.71640
74 H 3.85560 -4.94710 5.15540
75 H 4.08600 -3.64330 6.27560
76 H 5.59860 -4.11620 3.77380
77 H 5.95780 -2.94760 5.00250
78 H 6.19990 -1.36910 2.44030
79 H 4.74460 0.07730 1.14320
80 H 4.51510 0.82960 -1.11850
81 H 5.49770 -0.63060 -2.82030
82 H 4.38490 -2.73900 -3.45420
83 H 2.26940 -3.39500 -2.36320
84 H 1.29260 -1.96780 -0.60140
85 H 3.49130 1.91610 2.85250
86 H 4.60390 4.10830 2.86970
87 H 4.64030 5.50360 0.83270
88 H 3.56000 4.69270 -1.23750
89 H 2.51760 2.45990 -1.29420
90 C -0.77090 8.00280 3.53370
91 C -1.17280 7.86620 2.07920
92 C -1.19560 6.43190 1.54240
93 C 0.21160 5.84510 1.32900
94 N 0.16920 4.61520 0.55740
95 C -0.03220 4.53600 -0.75800
96 S -0.24830 2.98690 -1.48790
97 N -0.05000 5.60640 -1.53250
98 C -0.29790 5.61850 -2.96340
99 C 0.37890 6.79890 -3.67090
100 C 1.88680 6.66620 -3.87340
101 C 2.73880 7.14150 -2.71420
102 H -0.93820 9.02610 3.86160
103 H 0.28740 7.79040 3.68090
104 H -1.34490 7.33710 4.17310
105 H -0.52900 8.49600 1.46140
106 H -2.18380 8.27140 1.97150
107 H -1.73190 6.42320 0.58910
108 H -1.73940 5.79350 2.24220
109 H 0.65850 5.61070 2.29290
110 H 0.86190 6.56630 0.82660
111 H 0.15750 3.73180 1.06760
112 H -0.03180 6.52700 -1.11010
113 H -1.37710 5.70590 -3.12610
114 H 0.02830 4.66730 -3.39020
115 H 0.16110 7.72620 -3.13860
116 H -0.09080 6.87550 -4.65240
117 H 2.17370 7.26530 -4.74550
118 H 2.13880 5.63850 -4.14820
119 H 2.74090 8.23170 -2.65870
120 H 3.76860 6.82550 -2.85690
121 H 2.37010 6.76100 -1.75950

F_max	2.98	eV Å⁻¹
LUMO (alpha / beta)	-0.4990 / -0.4988	hartree
orbital gap (alpha / beta)	3.674 / 3.684	eV
electronic energy	-3987.40465	Ha
relative energy (zero: lowest compared OMol25 entry of this formula, charge and spin)	45.71	kcal/mol
charge	+4

---

# C5H7N

An isolated molecule of C5H7N at a distorted geometry (the ωB97M-V functional and the def2-TZVPD basis, OMol25).

CARTESIAN COORDINATES (ANGSTROEM)
1 C 0.17403 0.92470 -0.52249
2 C 1.28625 0.38323 -0.38050
3 C -2.57839 -0.54670 -0.50939
4 C -0.85090 0.70946 0.72668
5 C 2.34071 -0.19579 0.29463
6 N -1.87979 0.02034 0.43549
7 H -0.49037 1.14455 -1.40575
8 H -1.91177 -1.10942 -1.16401
9 H -3.69369 -0.76232 -0.38405
10 H -0.50853 0.74161 1.69263
11 H 2.11434 -1.34922 0.30272
12 H 2.75907 0.12632 1.26450
13 H 3.23904 -0.08674 -0.35047

F_max	4.51	eV Å⁻¹
LUMO (alpha / beta)	0.0118 / 0.0056	hartree
orbital gap (alpha / beta)	7.428 / 7.487	eV
electronic energy	-249.25185	Ha
relative energy (zero: lowest compared OMol25 entry of this formula, charge and spin)	138.92	kcal/mol

---

# C3H2NO3S

C3H2NO3S as an isolated structure at a distorted geometry (the ωB97M-V functional and the def2-TZVPD basis, OMol25).

CARTESIAN COORDINATES (ANGSTROEM)
1 C -1.76663 -0.65109 -0.10013
2 C -1.35859 0.69067 -0.20923
3 C 0.56186 -0.25295 0.18137
4 N -0.84607 -1.59037 0.16203
5 O 3.13875 -0.97940 -0.40010
6 O 2.62033 1.30273 0.33995
7 O -0.02320 0.81368 -0.14445
8 S 2.45480 -0.17887 0.64706
9 H -2.80435 -0.85367 -0.21515
10 H -1.97690 1.69927 -0.26134

F_max	5.26	eV Å⁻¹
LUMO (alpha / beta)	0.1437 / 0.1437	hartree
orbital gap (alpha / beta)	8.076 / 8.077	eV
electronic energy	-794.06995	Ha
relative energy (zero: lowest compared OMol25 entry of this formula, charge and spin)	117.59	kcal/mol
charge	-1

---

# C25H19BaI2N7O11

C25H19BaI2N7O11 as an isolated structure (the ωB97M-V functional and the def2-TZVPD basis, OMol25).

CARTESIAN COORDINATES (ANGSTROEM)
1 Ba 0.23728 -0.85103 -0.39084
2 O -1.67723 3.53951 -4.33177
3 C -0.56349 3.10407 -4.94154
4 C -0.24355 3.64079 -6.18948
5 C 0.91701 3.26387 -6.83979
6 C 1.78393 2.34588 -6.25804
7 C 1.45701 1.79641 -5.03017
8 C 0.28520 2.14217 -4.36260
9 C -0.02624 1.48830 -3.05850
10 O 0.66587 0.46218 -2.70061
11 N -0.99272 2.03794 -2.37291
12 N -1.27133 1.44451 -1.14006
13 C -2.28741 1.98775 -0.58091
14 C -2.87814 1.70540 0.71989
15 C -3.97594 2.50043 1.07246
16 C -4.61741 2.40071 2.29148
17 C -4.12474 1.47726 3.21870
18 C -3.05155 0.67412 2.91092
19 C -2.39523 0.72131 1.64444
20 O -1.44615 -0.08879 1.37854
21 H -1.65509 3.12650 -3.41796
22 H -0.92181 4.36767 -6.61850
23 H 1.15238 3.69790 -7.80502
24 H 2.70054 2.05843 -6.75625
25 H 2.11425 1.07976 -4.55658
26 H -2.78125 2.79619 -1.12968
27 H -4.32370 3.22939 0.34646
28 H -5.46251 3.03390 2.52828
29 H -4.58752 1.39726 4.19766
30 H -2.64924 -0.02574 3.63480
31 O 1.65458 -3.07863 2.27929
32 C 2.33084 -2.50758 1.38588
33 O 2.13533 -2.59083 0.14992
34 C 3.45287 -1.59996 1.83987
35 C 4.39595 -2.04911 2.71045
36 C 5.45678 -1.21320 3.11196
37 C 5.54213 0.08217 2.63886
38 C 4.59132 0.54802 1.75935
39 C 3.45193 -0.23444 1.33137
40 O 2.50875 0.21781 0.64878
41 N 4.76808 1.91281 1.28897
42 O 4.37225 2.20434 0.18006
43 O 5.35439 2.70285 2.02736
44 N 6.45812 -1.69904 4.01328
45 O 6.36800 -2.85168 4.42459
46 O 7.38109 -0.95522 4.33613
47 H 4.33203 -3.05436 3.10241
48 H 6.34850 0.72769 2.95027
49 I 0.74913 -1.59876 -4.02178
50 I 0.83761 -3.98981 -5.36947
51 C -3.76622 -2.83956 3.03166
52 N -3.14620 -2.86748 1.73511
53 C -3.74982 -2.24830 0.57582
54 C -2.59571 -2.31006 -0.42361
55 O -2.60438 -1.80490 -1.53091
56 N -1.53812 -2.95945 0.14876
57 C -1.86108 -3.17245 1.42596
58 N -0.99094 -3.67237 2.29993
59 H -4.55787 -3.59126 3.11063
60 H -4.19302 -1.85253 3.21846
61 H -3.03784 -3.03622 3.81597
62 H -4.02822 -1.20938 0.76718
63 H -4.61820 -2.80059 0.20643
64 H 0.03029 -3.57288 2.09214
65 H -1.21356 -3.58967 3.27649

F_max	0.52	eV Å⁻¹
LUMO	0.1247	hartree
orbital gap	6.465	eV
electronic energy	-2796.10067	Ha
relative energy (zero: lowest compared OMol25 entry of this formula, charge and spin)	0.00	kcal/mol
charge	-2

---

# C2H5BrClFN5O3

A 3-piece molecular cluster, C2H5BrClFN5O3 overall at a distorted geometry (the ωB97M-V functional and the def2-TZVPD basis, OMol25).

CARTESIAN COORDINATES (ANGSTROEM)
1 C -0.03505 -1.04243 -0.79881
2 C 2.41553 0.50827 1.14254
3 N -0.95959 -0.56095 -1.54480
4 N 0.19287 0.86718 0.90664
5 N -2.02365 -0.97605 -1.88031
6 N -0.49290 -1.92430 0.21819
7 N -0.79044 1.61141 0.60536
8 O -1.66750 -2.05434 0.41892
9 O 0.40117 -2.36669 0.87352
10 O 1.34256 1.18177 0.47721
11 F -0.62304 1.10030 -1.97168
12 Cl -2.42248 1.28555 1.12493
13 Br -3.66212 -0.36874 -2.08924
14 H 0.95578 -0.63260 -0.81757
15 H 2.14450 -0.23767 1.87358
16 H 2.97320 1.35553 1.55345
17 H 2.86844 -0.02470 0.17990
18 H -0.61729 2.27846 -0.27182

F_max	5.17	eV Å⁻¹
LUMO (alpha / beta)	-0.2102 / -0.2749	hartree
orbital gap (alpha / beta)	5.937 / 6.268	eV
electronic energy	-3711.95712	Ha
spin multiplicity	3
charge	+1

---

Q: Which of these has the lowest electronic energy?
A: C26H40BrCuNOP2